[1]
The following is a DFT calculation (ωB97M-V/def2-TZVPD) of a molecular structure, C30H21Cl2F9IrN4O3P.

Values from the calculation:
Kohn-Sham gap (spin up / spin down) ... 0.182 / 0.195 hartree
Net charge ... 0
E_tot ... -3865.399108 a.u.
HOMO level (spin up / spin down) ... -7.2 / -7.3 eV

CARTESIAN COORDINATES (ANGSTROEM)
Ir (-0.049121, 0.222887, 0.221404)
Cl (-6.433322, 1.170754, -2.276072)
C (-4.741228, 0.936877, -2.250690)
C (-4.156440, 0.266867, -1.203108)
C (-2.766160, 0.120143, -1.141293)
N (-2.132144, -0.508284, -0.120278)
C (-2.740481, -1.599541, 0.415057)
O (-3.590698, -2.261523, -0.161824)
C (-2.323277, -1.975947, 1.795238)
C (-3.131101, -2.906748, 2.450409)
C (-2.834757, -3.269869, 3.747343)
C (-1.736838, -2.671694, 4.343278)
C (-1.005543, -1.747016, 3.617464)
N (-1.266155, -1.408149, 2.360876)
C (-1.954397, 0.666770, -2.190486)
C (-2.581942, 1.304924, -3.275119)
C (-3.947288, 1.453855, -3.297698)
Cl (-4.688930, 2.312119, -4.581538)
N (-0.628534, 0.555498, -2.010363)
C (0.263271, 0.711186, -3.020603)
O (0.040763, 0.603215, -4.214454)
C (1.621743, 1.059406, -2.501529)
C (2.617568, 1.455108, -3.390746)
C (3.823947, 1.910345, -2.888574)
C (3.966129, 1.989797, -1.512441)
C (2.919075, 1.572854, -0.703949)
N (1.793925, 1.072867, -1.182412)
H (-4.775367, -0.105766, -0.404166)
H (-3.972057, -3.316027, 1.915424)
H (-3.434200, -3.995725, 4.277007)
H (-1.446918, -2.907148, 5.354423)
H (-0.154659, -1.278274, 4.080574)
H (-1.977436, 1.707252, -4.072687)
H (2.411737, 1.403202, -4.447979)
H (4.622781, 2.218266, -3.548309)
H (4.865302, 2.375408, -1.059538)
H (2.987665, 1.651124, 0.367915)
F (-1.957738, 1.992010, 2.662763)
C (-1.614657, 3.269569, 2.467483)
F (-0.966716, 3.664310, 3.571158)
F (-2.746287, 3.975264, 2.409174)
C (-0.713482, 3.400809, 1.190725)
O (0.121393, 2.380863, 1.072737)
C (-1.669988, 3.566616, -0.029386)
F (-2.161128, 4.804696, -0.149707)
F (-2.717522, 2.740042, 0.050438)
F (-1.038169, 3.283761, -1.166941)
C (0.106185, 4.729273, 1.316473)
F (-0.568560, 5.724478, 1.900657)
F (1.201154, 4.521143, 2.050020)
F (0.509825, 5.176668, 0.126643)
C (1.867148, -1.863139, 2.530433)
P (1.626071, -0.094517, 2.032995)
C (1.049225, 0.798282, 3.526129)
C (3.416530, 0.334680, 2.110080)
C (4.315218, -0.408930, 1.343269)
C (5.676807, -0.221585, 1.469584)
C (6.165784, 0.727938, 2.353830)
C (5.283017, 1.524199, 3.060646)
C (3.917216, 1.338412, 2.933302)
H (2.575000, -2.302671, 1.832344)
H (0.946546, -2.430415, 2.460582)
H (2.270751, -1.938706, 3.539248)
H (1.615507, 0.503942, 4.410445)
H (-0.014236, 0.651160, 3.671813)
H (1.182268, 1.858687, 3.326396)
H (3.933630, -1.136861, 0.640964)
H (6.357891, -0.816263, 0.878900)
H (7.229560, 0.850437, 2.483529)
H (5.653553, 2.294481, 3.720914)
H (3.260700, 1.988722, 3.486705)

Force components x, y, z for each atom (eV/Å):
1.063 3.213 -4.637
-0.566 -0.024 0.117
0.674 0.078 -0.296
0.153 0.198 -0.053
-0.073 1.083 -2.036
2.134 -0.193 1.658
-0.018 -0.230 -0.230
0.095 0.096 0.285
-0.259 -0.473 0.468
0.007 0.029 -0.118
0.182 0.109 -0.075
-0.044 0.050 0.043
-0.226 -0.313 0.300
-0.304 0.001 0.287
-2.312 -0.531 0.313
0.236 -0.080 0.173
-0.076 -0.301 0.638
-0.035 0.180 -0.362
0.896 -0.316 2.444
0.050 -0.415 0.195
0.132 0.242 0.211
0.212 -0.006 -0.581
-0.179 -0.116 0.264
-0.120 -0.059 0.211
-0.113 0.019 -0.066
0.481 0.254 0.242
-0.869 -0.352 1.139
-0.063 -0.064 0.015
-0.055 -0.036 -0.065
-0.045 -0.024 0.023
0.027 -0.006 0.135
0.088 -0.001 0.122
-0.088 0.001 -0.034
-0.100 -0.023 -0.062
0.009 0.012 -0.030
0.066 0.046 0.079
0.058 0.144 -0.159
0.020 -0.201 -0.111
-0.226 -0.130 0.123
0.327 -0.019 0.191
-0.072 0.217 -0.065
-1.080 0.538 -0.053
1.049 -2.063 -0.488
-0.229 0.094 -0.368
-0.043 0.217 0.127
-0.039 -0.243 0.164
0.297 0.020 -0.075
0.176 0.071 0.134
-0.266 0.010 0.009
0.274 -0.142 0.175
0.124 -0.110 -0.290
-0.190 0.190 -0.345
-1.200 -0.769 1.264
0.035 -0.041 -0.306
-0.075 0.155 -0.563
-0.159 -0.040 0.096
0.050 -0.068 -0.062
0.016 0.055 0.000
0.165 -0.007 0.012
-0.233 -0.029 0.001
0.079 -0.043 0.018
0.015 0.056 -0.058
0.082 0.099 0.015
-0.013 -0.028 -0.012
-0.054 -0.009 -0.069
-0.004 0.084 0.007
0.065 -0.103 -0.077
0.047 -0.058 -0.030
0.122 0.054 -0.033
0.027 0.041 0.049
-0.108 0.010 0.063


[2]
The following is a DFT calculation (ωB97M-V/def2-TZVPD) of a molecular structure, C16H17CoN4O2PS2Se.

Values from the calculation:
Kohn-Sham gap (spin up / spin down) ... 0.172 / 0.219 hartree
Net charge ... 0
Spin multiplicity ... 6
E_tot ... -5911.187743 a.u.
HOMO level (spin up / spin down) ... -6.1 / -7.9 eV

CARTESIAN COORDINATES (ANGSTROEM)
Co (1.221493, 0.675598, -0.900560)
C (-5.638211, -0.990105, -0.511191)
C (-4.263602, -0.498410, -0.087153)
O (-3.343389, -0.753427, -1.128751)
P (-2.118665, 0.505689, -1.095763)
S (-0.479331, 2.179319, -0.969117)
S (-0.330839, -0.991821, -0.820375)
O (-2.532161, 0.991976, -2.729974)
C (-3.621606, 1.885087, -2.686103)
C (-3.457208, 2.908025, -3.797212)
H (-6.368338, -0.816713, 0.309363)
H (-5.606067, -2.074943, -0.742495)
H (-5.974792, -0.434206, -1.411953)
H (-3.941124, -1.047260, 0.825909)
H (-4.376257, 0.583043, 0.152516)
H (-3.695069, 2.453727, -1.732739)
H (-4.565366, 1.314669, -2.846780)
H (-2.523936, 3.488994, -3.634916)
H (-4.320445, 3.606371, -3.797928)
H (-3.401306, 2.399872, -4.783028)
Se (5.133723, -2.616790, 4.529332)
N (5.109857, -2.681491, 2.734920)
C (4.177002, -1.858606, 2.226587)
C (3.922506, -1.693410, 0.854134)
C (4.626622, -2.380952, -0.144366)
C (4.310322, -2.158248, -1.488310)
C (3.295625, -1.252547, -1.820234)
N (2.619033, -0.590988, -0.842172)
C (2.907516, -0.790223, 0.464364)
C (2.184527, -0.088024, 1.411142)
N (1.224221, 0.763714, 0.984379)
C (0.479307, 1.482769, 1.867523)
C (0.695743, 1.352360, 3.244495)
C (1.682978, 0.478019, 3.709928)
C (2.443918, -0.257346, 2.790290)
C (3.454086, -1.156484, 3.173168)
N (3.803840, -1.412901, 4.445075)
H (5.412015, -3.082162, 0.108756)
H (4.847111, -2.683280, -2.267789)
H (3.046570, -1.076210, -2.858048)
H (-0.282968, 2.157559, 1.501588)
H (0.102130, 1.925209, 3.945013)
H (1.847789, 0.379545, 4.775722)
H (2.292749, 1.855000, -0.957245)

Force components x, y, z for each atom (eV/Å):
-2.545 1.788 -2.561
-0.392 -0.197 -0.063
-0.995 -0.486 0.724
1.129 1.945 0.477
0.735 -3.174 -2.351
-0.577 1.044 -0.556
-2.829 1.104 -1.060
1.612 -0.760 2.401
-0.998 0.575 -0.451
0.109 0.289 -0.360
0.378 -0.142 -0.508
-0.078 0.633 0.085
0.153 -0.394 0.501
-0.154 0.453 -0.305
0.359 -0.481 -0.044
0.082 -0.483 -0.190
0.466 0.287 0.313
-0.567 -0.334 -0.162
0.483 -0.371 -0.052
-0.011 0.345 0.566
-1.574 1.321 -2.183
0.049 -0.089 -1.001
2.558 -2.237 1.778
-0.033 -0.023 -2.264
-0.383 0.322 -0.653
-0.218 0.282 0.586
0.142 -0.027 1.826
2.135 -2.112 -0.598
2.255 -2.172 -2.327
-1.851 1.743 3.013
0.033 0.624 2.959
1.434 -1.241 0.384
0.456 -0.458 -0.339
-0.464 0.399 -0.539
-1.655 1.519 -0.156
1.240 -0.963 3.502
-0.741 0.677 0.033
-0.087 0.081 0.177
-0.065 0.039 0.010
-0.280 0.226 0.147
0.137 -0.121 -0.291
0.003 -0.012 -0.079
0.135 -0.131 -0.107
0.410 0.709 -0.282


[3]
The following is a DFT calculation (ωB97M-V/def2-TZVPD) of 2 unconnected molecules or ions with the total composition C3H7O3.

Values from the calculation:
Kohn-Sham gap ... 0.276 hartree
Net charge ... -1
E_tot ... -344.267785 a.u.
HOMO level ... -4.0 eV

CARTESIAN COORDINATES (ANGSTROEM)
C (1.364405, -1.705887, 1.157318)
O (1.441042, -3.095063, 1.551523)
H (0.984076, -3.675408, 0.934353)
H (0.834406, -1.568744, 0.220287)
H (0.733550, -1.210208, 1.893130)
H (2.368954, -1.318402, 1.060154)
C (-1.281657, 1.085332, -1.972155)
C (-0.749172, 1.431211, -0.572422)
O (0.007559, 0.562396, -0.061556)
O (-1.070232, 2.544286, -0.087300)
H (-1.612263, 1.995830, -2.477838)
H (-2.078599, 0.344908, -1.943207)
H (-0.477248, 0.646696, -2.568628)

Force components x, y, z for each atom (eV/Å):
-0.993 -0.792 -0.087
0.284 -0.441 0.067
0.045 0.475 -0.023
0.113 0.023 -0.161
0.474 0.406 0.035
0.114 0.286 0.224
0.261 0.300 -0.482
0.457 0.248 0.535
-0.289 0.086 -0.096
-0.076 -0.449 -0.288
-0.230 -0.126 0.044
-0.190 0.025 0.148
0.031 -0.041 0.085


[4]
The following is a DFT calculation (ωB97M-V/def2-TZVPD) of C4H2N4 in the gas phase.

Values from the calculation:
Kohn-Sham gap ... 0.352 hartree
Net charge ... 0
E_tot ... -372.495092 a.u.
HOMO level ... -10.8 eV

CARTESIAN COORDINATES (ANGSTROEM)
C (-2.043235, 0.046121, 0.003909)
C (-0.534273, 0.230991, -0.166261)
C (0.452872, 1.350322, -0.104269)
C (1.725797, 0.999692, 0.112601)
H (0.097539, 2.331443, -0.471915)
H (2.570480, 1.567252, 0.581194)
N (-3.255905, -0.003715, 0.133389)
N (2.145516, -0.441145, 0.065500)
N (1.208224, -1.348472, -0.089024)
N (-0.137120, -1.015446, 0.006540)

Force components x, y, z for each atom (eV/Å):
-5.269 2.086 0.088
0.223 -1.595 1.645
-3.070 -0.305 -1.853
2.140 -3.527 1.663
0.414 -0.364 1.043
-1.034 0.011 -1.330
7.261 0.115 -0.748
-3.285 1.462 -0.298
0.798 2.093 0.685
1.823 0.023 -0.895


- Which value of E_tot does entry 4 give?
  -372.495092 a.u.


Repeat the fourth record exactly.
The following is a DFT calculation (ωB97M-V/def2-TZVPD) of C4H2N4 in the gas phase.

Values from the calculation:
Kohn-Sham gap ... 0.352 hartree
Net charge ... 0
E_tot ... -372.495092 a.u.
HOMO level ... -10.8 eV

CARTESIAN COORDINATES (ANGSTROEM)
C (-2.043235, 0.046121, 0.003909)
C (-0.534273, 0.230991, -0.166261)
C (0.452872, 1.350322, -0.104269)
C (1.725797, 0.999692, 0.112601)
H (0.097539, 2.331443, -0.471915)
H (2.570480, 1.567252, 0.581194)
N (-3.255905, -0.003715, 0.133389)
N (2.145516, -0.441145, 0.065500)
N (1.208224, -1.348472, -0.089024)
N (-0.137120, -1.015446, 0.006540)

Force components x, y, z for each atom (eV/Å):
-5.269 2.086 0.088
0.223 -1.595 1.645
-3.070 -0.305 -1.853
2.140 -3.527 1.663
0.414 -0.364 1.043
-1.034 0.011 -1.330
7.261 0.115 -0.748
-3.285 1.462 -0.298
0.798 2.093 0.685
1.823 0.023 -0.895